No. 1
Computed, not measured: a single C4H6N2O2 molecule, with the ωB97M-V functional and the def2-TZVPD basis.

The geometry in XYZ format:
```
14
Properties=species:S:1:pos:R:3:forces:R:3
C -0.23128 -0.20293 0.77279 -0.7 1.3 -2.1
C -1.78478 0.83576 -0.95231 0.0 -0.3 0.4
C 1.27921 -0.25283 0.72424 1.4 0.8 1.0
O -0.46427 0.69692 -0.44975 0.4 -1.1 1.9
O -0.83991 -1.44473 0.64475 0.3 0.5 0.0
N 2.08255 -0.43195 1.71531 -1.3 -0.2 -1.2
C 1.79970 0.07439 -0.60071 2.0 -0.9 -2.0
N 2.44951 0.08102 -1.57336 -1.4 0.3 1.8
H -0.38039 -1.93855 -0.05454 -0.2 0.1 0.2
H -0.60491 0.34407 1.64013 -0.1 -0.5 0.0
H 3.05920 -0.41798 1.39129 -0.4 0.1 0.1
H -2.51892 0.81806 -0.14234 -0.1 -0.1 -0.1
H -1.86266 1.80670 -1.44868 0.2 -0.2 0.0
H -1.98305 0.03205 -1.66683 -0.2 0.1 0.1
```
Forces are in eV/Å.

Results
highest occupied orbital energy = -10.7 eV
spin multiplicity = 1
charge = 0
energy = -11318.2846 eV
molar mass = 114.10 g mol⁻¹
SMILES = [H]/N=C(\C#N)[C@H](O)OC
gap between HOMO and LUMO = 10.41 eV

***

No. 2
Computed, not measured: a molecular structure, C44H49F4N5O5P2SSi2Ti, with the ωB97M-V functional and the def2-TZVPD basis.

The geometry in XYZ format:
```
113
Properties=species:S:1:pos:R:3:forces:R:3
Ti 0.32430 -0.88658 -0.15669 -2.3 0.9 -1.6
C -4.70907 -1.56858 1.58428 0.7 0.0 -0.1
Si -3.00648 -2.18279 0.89472 -0.3 -0.7 -0.4
C -3.46526 -2.80634 -0.84791 0.2 0.1 0.7
C -2.56715 -3.69035 2.01067 0.0 0.5 -0.4
N -1.68516 -1.06590 0.77984 -0.7 0.0 0.8
P -1.26700 0.06557 1.86161 0.9 0.5 0.5
C 0.25031 0.80032 1.43948 -1.9 0.0 -1.1
P -0.06142 1.70031 -0.02262 0.5 0.4 0.9
N -0.43864 0.69465 -1.24069 0.0 1.3 -0.8
Si -0.62004 0.84150 -2.95613 -0.3 -0.3 -0.6
C -2.07518 1.95027 -3.56828 0.5 -0.4 0.4
C 0.87176 1.58119 -3.91749 -0.4 -0.3 0.5
C -1.06034 -0.90932 -3.56897 0.3 0.6 0.1
C -1.22980 3.09789 0.09909 0.0 -0.2 0.0
C -0.89685 4.16684 0.92238 0.0 0.0 0.0
C -1.76620 5.23137 1.06191 0.1 0.1 0.1
C -2.97426 5.23222 0.38120 -0.1 0.1 -0.1
C -3.32604 4.15388 -0.41161 0.0 0.1 -0.1
C -2.45939 3.08168 -0.54075 0.3 0.1 -0.1
C 1.46476 2.63297 -0.39181 -0.2 -0.1 -0.1
C 1.46763 3.53675 -1.44545 -0.1 -0.1 0.1
C 2.62702 4.20824 -1.78654 0.1 0.2 -0.1
C 3.78217 4.00437 -1.04850 0.0 0.1 0.0
C 3.78213 3.11361 0.01427 0.0 0.1 0.1
C 2.62708 2.42325 0.33879 0.0 0.1 0.2
C -2.65177 1.20267 2.22871 0.1 0.0 -0.1
C -3.73894 1.35035 1.37977 0.1 -0.2 0.3
C -4.73332 2.26660 1.67347 -0.2 0.0 0.1
C -4.63142 3.06364 2.80118 -0.1 0.0 0.0
C -3.52303 2.95519 3.62796 0.0 0.1 0.1
C -2.53862 2.02925 3.34103 0.0 -0.1 0.0
C -1.00720 -0.63699 3.54368 0.1 0.0 -0.1
C 0.20097 -0.43022 4.19943 0.0 0.2 0.0
C 0.44845 -1.02018 5.42700 0.0 -0.1 0.2
C -0.51424 -1.82688 6.01434 0.1 0.0 0.1
C -1.73912 -2.00190 5.38977 -0.1 -0.1 0.1
C -1.98593 -1.39775 4.17054 0.1 0.1 -0.1
H -5.31401 -2.42825 1.86101 0.0 -0.3 0.0
H -4.63148 -0.92693 2.45660 0.0 0.1 0.2
H -5.26911 -1.01893 0.83456 -0.1 0.1 -0.2
H -4.38870 -3.37532 -0.80066 -0.3 -0.1 0.1
H -3.60687 -1.98628 -1.54617 0.0 0.2 -0.1
H -2.69510 -3.45733 -1.24576 0.1 -0.1 -0.1
H -2.43272 -4.57894 1.40386 0.0 -0.2 -0.2
H -1.64507 -3.51801 2.56100 0.1 0.0 0.0
H -3.34913 -3.90695 2.73386 -0.2 0.0 0.1
H -1.98308 2.98338 -3.24727 0.0 0.2 0.1
H -2.07882 1.94469 -4.65442 0.1 -0.1 -0.3
H -3.04274 1.57935 -3.24383 -0.2 -0.1 0.1
H 0.74752 2.64687 -4.08790 -0.1 0.2 0.0
H 1.80682 1.43827 -3.38552 0.1 0.0 0.1
H 0.96489 1.10538 -4.88864 0.0 -0.2 -0.2
H -1.84750 -1.34513 -2.95610 -0.1 0.0 0.1
H -1.40156 -0.89500 -4.60007 -0.1 0.1 -0.2
H -0.19872 -1.56662 -3.50938 0.1 0.0 0.0
H 0.04941 4.15093 1.44795 0.1 0.1 0.0
H -1.50266 6.06575 1.69914 0.0 0.0 0.0
H -3.64197 6.07754 0.47420 -0.1 0.0 0.0
H -4.27929 4.14228 -0.92337 -0.1 0.0 0.0
H -2.71479 2.22232 -1.13810 -0.1 -0.1 -0.1
H 0.54744 3.70501 -1.98905 0.0 0.1 -0.1
H 2.63387 4.88813 -2.62881 0.0 0.1 0.0
H 4.68816 4.53781 -1.29788 0.1 0.0 -0.1
H 4.69262 2.94901 0.57459 0.0 0.0 0.0
H 2.60029 1.71358 1.15723 0.0 0.0 0.0
H -3.79158 0.72763 0.49873 -0.1 0.0 -0.1
H -5.58803 2.37095 1.01679 0.0 0.0 0.0
H -5.41249 3.77433 3.03515 0.0 0.1 0.0
H -3.42871 3.59536 4.49545 0.0 0.0 0.0
H -1.66552 1.93417 3.97222 0.0 0.1 0.1
H 0.93273 0.21290 3.72535 0.0 0.0 -0.1
H 1.39431 -0.85731 5.93077 0.0 0.0 0.0
H -0.31581 -2.30353 6.96482 0.0 0.0 0.1
H -2.49992 -2.61529 5.85460 0.0 0.0 0.0
H -2.94525 -1.51599 3.69356 -0.2 -0.1 0.0
F 0.84737 -6.24673 -0.84084 0.1 0.2 0.0
C 0.01019 -5.95449 0.18120 -0.2 -0.7 -0.4
F -0.01208 -7.07496 0.94159 0.2 0.1 0.4
F -1.21824 -5.87678 -0.35185 -0.1 0.2 0.0
C 0.43762 -4.74712 0.94419 0.3 -0.3 1.0
C 0.90633 -4.85248 2.25707 -0.2 0.5 -1.0
C 1.39551 -3.70368 2.87848 0.1 -0.2 0.1
C 1.37553 -2.50244 2.19817 -0.1 0.0 -0.6
N 0.85691 -2.37494 0.96614 1.1 -3.4 2.8
C 0.41809 -3.49284 0.31493 0.2 0.4 -0.1
S -0.09420 -3.15792 -1.26564 -0.2 -0.1 -0.3
H 0.89054 -5.80140 2.76762 0.0 -0.1 0.0
H 1.79306 -3.74888 3.87808 0.0 0.0 0.1
H 1.80648 -1.59938 2.61229 -0.1 0.0 0.0
F 3.78644 0.09597 -6.49142 0.2 0.2 0.2
C 4.28635 0.58975 -5.33587 -0.6 -0.9 0.3
C 3.91138 0.02280 -4.16210 0.4 0.5 -0.9
N 4.39902 0.47027 -2.96562 -0.3 0.1 -0.1
C 4.05932 -0.19207 -1.71984 -0.4 -0.3 0.9
C 2.56332 -0.53539 -1.47634 1.3 0.1 -0.9
O 1.86673 -1.04016 -2.35326 0.1 0.1 -0.4
O 2.15981 -0.31194 -0.30136 1.3 0.4 0.4
C 5.29423 1.51941 -2.90468 0.1 0.0 0.2
O 5.79683 1.91404 -1.87429 0.2 0.0 0.0
N 5.59990 2.08859 -4.11809 0.0 0.1 -0.4
C 5.20749 1.69356 -5.40612 0.3 0.4 0.3
O 5.64672 2.26288 -6.38587 -0.2 -0.2 0.1
H 3.19215 -0.78111 -4.11434 0.0 -0.1 0.0
H 4.38299 0.46343 -0.90932 0.0 -0.2 -0.2
H 4.59608 -1.14595 -1.64598 0.0 0.1 0.1
H 6.24719 2.86677 -4.07537 -0.1 -0.2 0.0
C 3.43339 -3.86396 -1.12204 0.1 -0.2 -0.3
O 3.50084 -2.84776 -0.14177 0.3 0.0 0.4
H 2.77041 -3.49598 -1.90587 0.1 -0.1 0.0
H 3.00847 -4.78715 -0.72191 0.0 0.0 0.0
H 4.42555 -4.07328 -1.54400 -0.1 -0.1 0.0
H 3.89014 -3.20927 0.66386 -0.1 0.1 -0.2
```
Forces are in eV/Å.

Results
highest occupied orbital energy (spin up / spin down) = -4.4 / -5.1 eV
spin multiplicity = 2
charge = -1
energy = -143274.9988 eV
molar mass = 1001.95 g mol⁻¹
gap between HOMO and LUMO (spin up / spin down) = 6.60 / 7.34 eV